Record 1
C19H20Cl6N4O2V | ωB97M-V/def2-TZVPD

Last column: natural (NBO) charge in e.
Atoms and positions in Å:
C (-1.0001, -1.2593, -1.1887)  -0.48
H (-1.5067, 0.4543, 2.3160)  0.23
H (2.9821, 1.2551, -0.3995)  0.25
V (-0.2594, 0.6078, -0.3668)  1.33
H (-2.2977, -2.4112, 1.6373)  0.21
C (1.9938, -1.5265, 0.9971)  -0.21
H (-0.2288, -3.3776, 1.5774)  0.37
H (-2.1397, 3.7493, 1.4134)  0.21
Cl (-1.0231, -4.5811, -3.4389)  0.05
H (1.4172, -2.3946, 2.8801)  0.19
C (0.9723, -1.7796, 2.0884)  -0.23
H (-0.2591, 1.5141, -4.7663)  0.24
H (1.9103, -0.5225, -0.7662)  0.43
N (0.6579, 2.1232, 0.8754)  -0.51
C (1.9144, 1.9364, 1.2723)  0.24
H (0.4494, 3.0428, -4.2340)  0.24
C (-2.2863, -1.3556, -0.6948)  -0.12
C (2.6289, 0.8321, 0.5432)  -0.26
H (2.1606, 4.4514, 3.4950)  0.22
C (-3.1975, -2.3422, -0.9586)  -0.11
C (2.4935, 2.7546, 2.2267)  -0.26
H (3.4999, 0.4912, 1.1044)  0.21
Cl (-3.8826, -4.6399, -2.1932)  0.05
H (3.0033, -1.4660, 1.4129)  0.18
C (-0.0797, 3.1312, 1.3504)  0.27
N (1.7236, -0.2968, 0.2088)  -0.64
C (-0.6334, -2.2794, -2.0492)  0.04
Cl (-4.7641, -2.3100, -0.2205)  0.02
C (-1.4753, -1.7861, 1.9861)  -0.27
C (0.4414, 4.0030, 2.2944)  -0.25
H (-2.5947, 0.7293, -1.2215)  -0.02
H (-3.6380, 0.3898, 0.3540)  0.10
N (-0.2293, -2.3693, 1.5312)  -0.63
C (-2.7923, -3.3610, -1.8174)  -0.09
C (1.0764, 1.3445, -3.1010)  0.79
N (-1.9371, 1.8401, 0.5903)  -1.03
H (-1.4001, 3.7540, -0.1850)  0.19
C (1.7380, 3.7998, 2.7409)  -0.13
H (1.9705, -2.3688, 0.3050)  0.22
C (-1.4711, 3.1813, 0.7550)  -0.22
H (0.7124, -0.8190, 2.5412)  0.21
Cl (-1.4736, 2.4919, -3.0022)  -0.01
H (-1.5543, -1.7900, 3.0869)  0.19
O (2.0457, 0.9646, -3.7237)  -0.62
H (3.5075, 2.5772, 2.5581)  0.23
C (-1.5981, -0.3389, 1.5962)  -0.65
Cl (0.9712, -2.2861, -2.7237)  0.02
Cl (-2.3287, 0.2526, 0.1335)  1.04
O (0.9068, 1.1877, -1.8288)  -0.83
C (-1.5114, -3.3263, -2.3645)  -0.12
C (0.0175, 2.1038, -3.8979)  -0.48
H (-0.1667, 4.8102, 2.6787)  0.23

Forces on atoms 1 to 6 (eV/Å):
0.0 -0.1 -0.7
-0.2 -0.1 0.1
0.0 0.0 0.0
-0.5 0.3 1.9
0.0 0.0 -0.1
0.0 0.0 0.0

As for the largest force on an atom: 1.962 eV Å⁻¹. Its multiplicity is 2. The value obtained for the HOMO energy (spin up / spin down) is -7.539 / -7.610 eV. Its energy above the lowest of the compared OMol25 structures with the same formula, charge and spin is 13.4988 eV. The calculation puts the orbital gap (spin up / spin down) at 7.3 / 7.6 eV.



Record 2
C49H54BrFO10S | ωB97M-V/def2-TZVPD

Last column: Löwdin charge in e.
Atoms and positions in Å:
C (-3.2306, 4.7110, 0.4471)  -0.08
H (6.6143, -4.4566, 2.4191)  0.12
H (-2.7973, 4.9408, -9.9137)  0.12
H (-4.6580, -5.1437, -0.4917)  0.08
C (-0.4068, 2.4538, -6.4233)  -0.08
C (-1.3845, 3.3713, -5.7738)  -0.27
C (-6.3573, 7.3890, 3.2078)  -0.06
H (-3.2071, 5.1638, -4.9922)  0.12
H (-3.7315, -6.8055, 1.7775)  0.12
C (-3.2433, -4.2824, 2.8602)  -0.19
C (0.5724, 1.4627, -8.3885)  0.00
H (7.1708, -3.4782, 3.7739)  0.11
H (5.3160, -9.3041, 3.1695)  0.07
H (4.9787, -3.0414, 4.4953)  0.12
O (0.4308, -1.1062, 2.4393)  -0.12
H (1.5539, -2.6308, 0.2439)  0.11
C (-2.2270, 4.2304, -6.6502)  -0.08
H (-4.5866, 6.6395, -6.4141)  0.11
H (-5.1382, -5.7994, 2.1418)  0.11
H (4.4258, -1.7728, -0.2852)  0.13
C (-2.8348, 4.2172, -0.7904)  0.01
H (2.0024, -2.4291, -2.2199)  0.12
F (3.6874, -3.4963, -2.0951)  -0.06
H (2.2983, 2.3380, 0.7870)  0.08
C (6.5036, -5.4654, 4.3050)  -0.22
H (4.8025, -7.4385, 4.4770)  0.12
H (2.1009, 0.0077, -8.0346)  0.11
H (0.7397, -0.8675, 0.4626)  0.10
H (5.2937, -2.7962, 1.5016)  0.12
C (3.3952, -1.4780, -0.1037)  -0.12
H (4.2398, -4.2040, 3.3576)  0.10
H (-1.3603, 3.1024, -1.8676)  0.09
C (3.4163, -0.7389, 1.2597)  -0.34
C (5.0882, -7.1773, 3.4573)  -0.27
H (-5.8220, -6.3467, 0.0490)  0.07
C (6.4172, -4.1956, 3.4565)  -0.17
C (0.8323, -0.2862, 1.3733)  -0.23
H (4.4216, -6.4269, 3.0327)  0.10
H (1.8218, -4.1198, -1.6727)  0.12
C (-2.1183, 4.1597, -8.0414)  -0.08
C (5.1212, -8.4156, 2.5788)  -0.07
C (-0.3269, 2.3510, -7.8126)  -0.08
C (0.4274, 1.6879, -5.6230)  0.00
H (0.3666, 1.7873, -4.5481)  0.10
C (-4.8558, 6.0741, 1.8737)  -0.08
C (-2.4586, 4.4510, 1.5818)  -0.08
C (-0.8911, 3.2368, 0.2274)  -0.07
C (-1.7606, -1.0203, 3.5125)  -0.20
C (2.4143, -3.2133, -1.5870)  -0.19
O (-1.4886, 3.4173, -4.5642)  0.09
H (3.1235, -0.8214, -0.9207)  0.06
H (-2.3431, -4.7007, 3.3136)  0.13
O (-1.8135, -2.3424, 3.0387)  -0.12
H (-6.5495, 7.1183, 1.0879)  0.12
C (-4.2769, -5.9062, 1.4806)  -0.28
Br (1.6092, 1.2478, -1.2748)  0.84
C (2.5568, 1.3466, 0.4410)  -0.65
C (5.0499, -3.4933, 3.5057)  -0.20
H (4.1661, -8.5402, 2.0780)  0.07
C (-4.7693, -6.0796, 0.0448)  -0.06
C (-1.1852, 3.1953, -8.6912)  -0.28
H (-7.2289, 8.0253, 3.2842)  0.11
C (-3.8925, 5.9454, -6.8686)  -0.05
H (-4.2256, -6.8624, -0.4721)  0.07
C (-1.6683, 3.4805, -0.9004)  -0.04
O (-1.1228, 3.1039, -9.8985)  0.11
H (3.0248, -3.5751, 0.3890)  0.12
C (1.3326, 0.8140, -6.1988)  -0.05
C (-1.2857, 3.7172, 1.4643)  0.00
H (-4.3711, 6.5380, -8.8757)  0.11
H (2.8826, -2.4846, 2.3869)  0.12
C (-4.1056, 5.7776, 3.0139)  -0.08
C (-4.4743, 5.5265, 0.5405)  -0.28
H (1.9646, 2.2781, 2.8583)  -0.10
H (0.1522, 0.5604, 1.2494)  0.11
H (5.9064, -8.2925, 1.8411)  0.08
H (-0.6873, 3.5269, 2.3459)  0.11
H (-2.4602, -0.3652, 2.9853)  0.12
O (-3.4449, -4.7719, 1.5535)  -0.14
C (-4.4980, 6.2748, 4.2501)  0.00
H (5.7600, -1.6530, 2.7549)  0.11
H (-2.0787, -1.0166, 4.5611)  0.13
C (-3.1216, 5.1199, -6.0688)  0.00
H (-5.9237, 7.4670, 5.3092)  0.11
H (-3.5586, -2.3888, 1.9128)  0.13
O (-5.1553, 5.7421, -0.4394)  0.11
H (7.4930, -5.5078, 4.7539)  0.12
H (5.7548, -5.4675, 5.0969)  0.12
C (5.0055, -2.3773, 2.4648)  -0.19
H (1.9877, 0.2239, -5.5718)  0.11
O (6.4071, -6.6384, 3.5078)  -0.16
O (3.9505, 1.3671, 0.3317)  -0.01
C (-2.8915, 4.9936, -8.8382)  0.00
H (-0.3525, 0.5972, 3.3627)  0.10
C (2.2558, 0.2402, 1.5001)  -0.59
H (-4.0697, -4.5703, 3.5131)  0.12
S (2.5449, 1.0957, 3.1060)  0.95
C (2.5597, -2.7544, -0.1513)  -0.15
C (-0.3303, -0.4869, 3.4526)  -0.20
O (-2.2248, 4.6789, 3.9144)  0.10
C (3.6360, -1.7000, 2.4144)  -0.14
C (-2.8739, 4.9446, 2.9238)  -0.28
O (5.7237, 0.2849, 1.2586)  0.15
C (-3.7730, 5.8863, -8.2531)  -0.05
H (0.0240, 2.6644, 0.1264)  0.01
H (0.1561, -0.6962, 4.4038)  0.12
C (-3.1473, -2.7705, 2.8486)  -0.18
H (-3.4403, 4.4152, -1.6635)  0.12
C (1.3987, 0.6960, -7.5836)  -0.05
C (-5.6212, 7.0778, 4.3463)  -0.06
H (3.4857, -1.2010, 3.3702)  0.09
C (-5.9787, 6.8847, 1.9756)  0.00
H (-3.9188, 6.0329, 5.1300)  0.12
H (0.6230, 1.3790, -9.4650)  0.12
H (-3.7693, -2.3641, 3.6525)  0.12
C (4.5290, 0.3042, 1.0140)  -0.39

Forces on atoms 1 to 6 (eV/Å):
0.0 0.0 0.1
0.3 -0.2 -0.1
0.1 -0.1 0.0
0.0 0.1 -0.1
-0.1 0.1 -0.1
0.0 0.0 0.2

The structure (SMILES) is CCOCCCCC[C@]1(CCCF)C(=O)O[C@@H](Br)[C@@]1(S)COCCOCCOCC.O=C1c2ccccc2C(=O)c2ccccc21.O=C1c2ccccc2C(=O)c2ccccc21. As for the largest force on an atom: 2.851 eV Å⁻¹. The value obtained for the HOMO energy is -9.459 eV. The calculation puts the orbital gap at 8.4 eV.



Record 3
C19H70N16O16 | ωB97M-V/def2-TZVPD

Last column: Löwdin charge in e.
Atoms and positions in Å:
H (4.5866, -0.6640, 1.7464)  0.07
H (-4.4484, 0.5882, 1.5826)  0.05
H (-5.3483, -0.8015, 1.4980)  0.08
O (1.2710, 3.2283, 1.0870)  -0.12
O (3.8204, -0.0044, 3.5398)  -0.08
H (-0.8260, 3.0144, -2.7096)  0.09
N (3.5553, 1.3256, -4.0474)  0.19
H (-1.6749, 2.6485, 1.7134)  0.09
O (-0.9910, 0.8406, 3.2863)  -0.11
H (0.5753, -3.6419, -4.1044)  0.06
H (-2.6321, -0.8907, 3.6863)  0.05
H (-0.1293, 6.0077, 1.9622)  0.15
C (0.0492, 3.7418, -2.7012)  -0.17
H (-3.2636, -2.8780, -1.8757)  0.07
C (-2.2485, 2.9080, -0.2812)  -0.56
H (-4.2792, -4.6539, -2.3912)  0.11
O (-0.5790, -1.1430, -1.4081)  -0.13
N (-3.1767, 0.0919, -3.3222)  0.17
H (-0.5741, -2.0180, 2.9999)  0.09
C (2.5916, -0.0148, 1.5650)  -0.07
H (2.4465, -0.5046, 0.6432)  0.06
H (1.1481, -1.9755, 2.7165)  0.10
C (-2.5409, -0.6278, -4.1923)  -0.68
H (1.6505, 1.7878, 4.9225)  0.13
H (1.6374, -1.9172, 4.8826)  0.09
C (0.3909, -2.3030, 3.4359)  -0.36
N (-0.0147, 3.9089, 3.0094)  0.18
H (1.4379, -4.0505, 4.0233)  0.08
H (2.7779, 1.0606, 1.4148)  0.08
C (-2.7402, -1.4322, 4.6087)  -0.13
C (3.7256, -0.7186, 2.3232)  -0.27
O (-1.7736, -4.1248, -4.4425)  -0.12
H (0.0647, 3.4213, -4.6117)  0.06
H (2.0229, 1.8646, -5.8970)  0.15
H (-4.1705, 0.1120, -3.3683)  0.11
H (4.0110, 1.6721, -4.8271)  0.08
H (4.2164, 4.3780, -0.8629)  0.07
H (3.7644, 3.9805, -2.4595)  0.07
H (0.2846, 3.0077, 3.5252)  0.07
O (-2.9061, -0.5087, 5.6718)  -0.14
C (1.2144, -3.0813, -3.4060)  -0.18
C (-0.1667, 1.1341, 4.3536)  -0.52
H (2.9032, -2.9053, -2.6050)  -0.03
O (-4.3683, -1.5989, -0.9272)  -0.08
H (-1.3861, -4.5697, 1.8812)  0.06
H (0.5536, 5.5719, 0.4753)  0.14
H (-3.0282, -0.1346, -0.5474)  0.07
O (1.6421, 0.7362, -2.8386)  -0.10
H (1.6916, 0.0857, 2.1152)  0.03
C (0.4428, -3.8003, 3.5816)  -0.09
N (-2.1616, 4.1932, -0.0876)  0.15
H (6.4873, -0.9584, -0.4926)  0.13
H (5.7448, -2.5705, -0.7398)  0.17
N (-2.4371, -3.1849, -2.3512)  0.16
H (0.0256, 0.9114, 6.3978)  0.12
H (-1.6943, -2.4600, -2.3060)  0.09
H (1.5214, 1.5603, 3.2365)  0.10
H (-0.9379, -0.0239, 1.7346)  0.06
H (-0.1647, 4.5005, -1.9412)  0.06
H (-2.0752, -5.0734, 0.3712)  0.07
H (1.0708, -2.0070, -3.5671)  0.05
H (0.7613, 0.8254, -1.4287)  0.03
O (-1.8847, -3.0744, 0.4972)  -0.16
H (-0.7402, -0.3502, -3.1857)  0.06
N (5.6414, -1.5082, -0.6987)  0.15
N (4.6019, 0.2580, -1.4265)  0.13
C (-4.0841, -0.3396, -0.3666)  -0.31
H (-4.6341, 0.4925, -0.8448)  0.12
H (0.8612, 3.1129, -2.2780)  0.05
H (-3.6847, -5.6149, -3.7826)  0.13
O (3.4125, -1.7715, -1.5822)  -0.09
C (-0.3375, -0.2845, -0.3337)  -0.53
H (3.5319, -1.7500, 2.5259)  0.11
H (-2.7795, 0.6703, -2.6114)  0.05
H (-3.3496, -0.9895, 6.4177)  0.12
O (2.5895, -3.4201, -3.3492)  -0.15
O (-3.2137, -1.2393, -5.2094)  -0.13
H (-3.6429, -0.9796, 1.6075)  0.04
C (4.5365, -1.0192, -1.1899)  -0.58
H (-0.6440, -1.0537, -4.8324)  0.18
H (-0.4424, -4.2669, 4.1471)  0.10
H (-0.3755, -4.5807, 0.4033)  0.09
N (0.3222, 0.8426, -0.5349)  0.21
C (3.3954, 3.9951, -1.4564)  -0.12
H (0.5622, -4.2925, 2.5683)  0.07
H (2.5781, 4.6909, -1.3914)  0.06
N (0.1655, 5.2395, 1.3486)  0.15
N (-0.5994, 1.0747, 5.6112)  0.18
C (-2.6028, -3.9861, -3.3462)  -0.60
O (3.0325, 2.6979, -0.9481)  -0.16
H (0.7693, -3.3318, -2.4661)  0.05
H (4.1612, 0.9134, -3.2809)  0.11
C (0.5131, 4.1432, 1.8424)  -0.60
H (0.6205, 1.5278, 0.1609)  0.07
H (-2.3724, 4.8098, -0.8795)  0.13
H (-0.5246, 4.6206, 3.4688)  0.11
N (1.0291, 1.7400, 4.1256)  0.14
N (-0.9308, -0.4961, 0.8158)  0.15
C (-1.3692, -4.3861, 0.7906)  -0.12
H (-3.5796, -2.1116, 4.5869)  0.09
H (-4.6937, -1.3604, -1.7660)  0.05
H (-1.8741, -2.1289, 4.7579)  0.08
H (-1.5027, 4.6006, 0.6381)  0.09
N (-3.5993, -4.8215, -3.1208)  0.14
H (5.1107, 0.9370, -0.8388)  0.13
C (-4.3925, -0.3691, 1.1414)  -0.07
H (-2.0285, -3.1125, -0.4652)  0.03
H (2.2734, 2.8343, -0.3707)  0.00
O (-2.6294, 2.2675, -1.4918)  -0.15
N (1.5920, 1.7259, -4.9497)  0.16
O (0.1308, 4.2302, -4.0410)  -0.14
N (-1.2553, -0.5824, -4.0387)  0.15
N (-1.9012, 2.2722, 0.8023)  0.18
C (2.2469, 1.2585, -3.9318)  -0.58
H (0.5558, 1.7331, -5.0472)  0.13
H (3.6063, 0.6200, -1.5997)  0.10
H (-1.4960, 0.4966, 5.6728)  0.10
O (0.7439, -1.6722, 4.6277)  -0.08
H (-1.2276, -1.4773, 0.9522)  0.08
H (-1.7152, 1.2644, 0.6544)  0.07
H (4.1737, -0.5649, 4.2407)  0.08

Forces on atoms 1 to 6 (eV/Å):
1.9 0.2 -0.9
0.6 1.4 0.3
0.2 -0.2 -1.0
-3.4 3.9 4.0
0.5 0.2 1.2
0.8 1.0 0.6

As for the largest force on an atom: 9.596 eV Å⁻¹. The value obtained for the HOMO energy is -7.208 eV. Its energy above the lowest of the compared OMol25 structures with the same formula, charge and spin is 0.0000 eV. The calculation puts the orbital gap at 6.8 eV.



Record 4
C30H24BrLuN5O4 | ωB97M-V/def2-TZVPD

Last column: natural (NBO) charge in e.
Atoms and positions in Å:
C (7.8136, 11.7670, 8.0087)  -0.14
C (8.1186, 8.4034, 16.5549)  -0.22
C (7.0254, 14.0332, 8.1211)  -0.18
H (10.3229, 13.6639, 8.3034)  0.22
H (8.7065, 8.0339, 17.4082)  0.23
H (6.5411, 16.1185, 9.9432)  0.23
C (7.3067, 5.8649, 9.1583)  -0.24
C (11.5336, 11.2592, 14.6306)  0.10
O (8.8646, 12.7782, 14.0388)  -0.87
H (4.7518, 7.9073, 8.1062)  0.24
H (6.5113, 7.2293, 17.0993)  0.23
H (13.1755, 11.9996, 15.6777)  0.24
C (8.5782, 9.3123, 15.6212)  0.20
H (6.6072, 14.8877, 7.6554)  0.23
H (13.8918, 12.4620, 9.1861)  0.22
H (8.0062, 10.9017, 7.3581)  0.22
C (6.5770, 9.2858, 14.4559)  0.08
N (8.1904, 12.9182, 11.4738)  -0.53
H (10.4838, 9.3348, 17.7401)  0.23
C (7.5367, 15.2342, 11.6546)  -0.23
C (11.2595, 12.0885, 10.4819)  0.62
Br (5.3059, 5.1213, 7.2981)  0.07
H (6.1162, 9.5879, 13.5396)  0.24
C (8.1085, 14.0390, 12.1534)  0.15
C (7.8711, 8.9846, 11.2181)  0.79
H (7.6451, 4.8994, 8.8939)  0.24
H (11.8508, 11.7220, 13.6796)  0.23
C (10.8095, 9.9164, 16.8763)  -0.21
C (5.5434, 7.5392, 8.7237)  -0.25
C (9.9971, 9.9091, 15.7428)  0.21
H (10.7861, 14.5094, 9.7734)  0.22
C (8.1183, 11.7782, 9.3503)  -0.21
H (11.9120, 14.4684, 8.4835)  0.22
O (8.4891, 14.9403, 14.3242)  -0.57
C (12.3119, 11.3712, 15.7857)  -0.24
C (8.5498, 13.9723, 13.6303)  0.76
C (12.0310, 10.6227, 16.8801)  -0.13
C (7.8716, 6.7844, 10.0532)  -0.13
H (12.9502, 10.9127, 9.0292)  0.23
C (6.8477, 7.9438, 16.4210)  -0.13
Lu (8.8842, 10.9878, 12.8268)  2.08
H (5.7798, 9.3958, 9.7005)  0.23
C (7.0558, 15.2494, 10.3154)  -0.10
C (11.1590, 13.8902, 8.9335)  -0.39
C (12.9781, 11.9855, 8.8695)  -0.40
C (6.0051, 8.4124, 15.4062)  -0.22
H (12.8194, 12.0164, 7.7840)  0.22
N (10.7559, 11.6515, 11.4324)  -0.58
O (7.2291, 10.0241, 11.6059)  -0.81
C (7.2480, 12.8820, 7.4274)  -0.22
C (7.9269, 12.9861, 10.1290)  0.15
H (12.7260, 10.6958, 17.7166)  0.24
C (6.1521, 8.4110, 9.5836)  -0.14
H (5.0031, 8.0676, 15.2838)  0.24
H (8.7758, 6.5345, 10.6192)  0.24
C (7.3073, 8.0138, 10.2522)  -0.21
O (9.0460, 8.7868, 11.6656)  -0.73
N (11.7900, 12.6439, 9.4555)  -0.45
H (7.3370, 16.0394, 12.3343)  0.26
H (6.8962, 12.8276, 6.4029)  0.23
N (10.3923, 10.4971, 14.6065)  -0.55
C (6.1532, 6.3395, 8.4986)  -0.03
H (8.5379, 10.9101, 9.8944)  0.22
N (7.8358, 9.6631, 14.5881)  -0.54
C (7.3450, 14.1015, 9.4974)  -0.10

Forces on atoms 1 to 6 (eV/Å):
0.7 -1.3 0.7
0.9 0.2 0.6
0.3 -0.6 0.7
-0.3 -0.1 -0.6
-0.1 0.4 -0.7
-0.1 0.1 -0.2

As for the largest force on an atom: 2.926 eV Å⁻¹. The value obtained for the HOMO energy is -11.164 eV. Its charge is +1. Its energy above the lowest of the compared OMol25 structures with the same formula, charge and spin is 0.5835 eV. The calculation puts the orbital gap at 8.2 eV.



| no. | E (hartree) |
| --- | --- |
| 1 | -4810.20540 |
| 2 | -5724.01778 |
| 3 | -2845.76971 |
| 4 | -5541.93853 |